[1]
Entry from the OMol25 dataset: a structure of composition C23H26CsF10N7O3 (ωB97M-V with the def2-TZVPD basis set).

Lowest unoccupied orbital energy ... 3.878 eV
HOMO energy ... -1.50 eV
Strongest force on any atom ... 0.667 eV/A
Total charge ... -2

Cartesian coordinates (Å):
Cs  -0.71  -0.17  0.79
C  1.36  -0.79  3.59
N  1.53  -1.58  2.39
C  2.81  -1.29  1.77
C  3.07  -1.92  0.41
N  2.12  -1.46  -0.57
C  2.23  -1.85  -1.82
C  3.17  -2.73  -2.45
F  4.16  -3.32  -1.71
C  3.14  -3.06  -3.79
F  4.08  -3.90  -4.28
C  2.19  -2.55  -4.65
F  2.19  -2.86  -5.97
C  1.25  -1.68  -4.10
F  0.31  -1.16  -4.91
C  1.27  -1.35  -2.78
F  0.31  -0.52  -2.32
C  1.29  -3.00  2.60
C  -0.12  -3.34  3.08
N  -1.08  -2.90  2.11
C  -2.37  -3.03  2.34
C  -3.05  -3.56  3.49
F  -2.34  -4.07  4.54
C  -4.42  -3.63  3.61
F  -4.96  -4.14  4.74
C  -5.27  -3.19  2.61
F  -6.62  -3.22  2.75
C  -4.67  -2.67  1.47
F  -5.46  -2.23  0.46
C  -3.31  -2.60  1.34
F  -2.82  -2.11  0.18
H  2.07  -1.08  4.39
H  0.35  -0.90  3.98
H  1.51  0.27  3.35
H  3.65  -1.59  2.44
H  2.87  -0.21  1.66
H  3.08  -3.02  0.51
H  4.11  -1.65  0.16
H  2.02  -3.42  3.33
H  1.44  -3.51  1.65
H  -0.27  -2.91  4.08
H  -0.14  -4.43  3.23
N  1.10  2.73  1.85
N  0.10  3.74  1.80
C  -1.26  3.30  1.62
O  -2.00  4.17  1.11
O  -1.54  2.13  1.97
H  1.92  3.13  2.28
H  1.32  2.42  0.91
H  0.28  4.45  1.11
C  0.36  4.28  -3.90
N  0.61  3.97  -2.51
C  2.02  3.92  -2.16
C  -0.21  3.09  -1.82
O  0.27  2.30  -1.02
N  -1.55  3.18  -2.11
C  -2.39  2.14  -1.52
C  -2.18  4.50  -2.04
H  0.99  3.67  -4.55
H  0.57  5.33  -4.11
H  -0.68  4.07  -4.15
H  2.51  4.81  -2.55
H  2.51  3.03  -2.58
H  2.14  3.88  -1.08
H  -1.96  1.16  -1.73
H  -3.36  2.19  -2.01
H  -2.52  2.28  -0.45
H  -1.49  5.27  -2.38
H  -2.47  4.71  -1.01
H  -3.06  4.51  -2.69

Atomic partial charges in e from the Löwdin method, atoms 1 to 6: number 1, Cs, carries 1.219; number 2, C, carries -0.127; number 3, N, carries -0.297; number 4, C, carries -0.229; number 5, C, carries -0.278; number 6, N, carries 0.015


[2]
Entry from the OMol25 dataset: a structure of composition C7H28N14O7V (ωB97M-V with the def2-TZVPD basis set).

Expectation value of S² ... 3.752
Lowest unoccupied orbital energy (alpha / beta) ... -4.262 / -4.264 eV
HOMO energy (alpha / beta) ... -11.62 / -14.80 eV
Strongest force on any atom ... 10.568 eV/A
Total charge ... +2
Multiplicity ... 4

Cartesian coordinates (Å):
V  -0.11  -0.37  0.21
C  2.09  1.25  2.16
O  1.16  0.88  1.45
N  3.34  0.99  1.91
N  2.00  2.06  3.18
H  3.86  1.80  1.63
H  3.56  0.13  1.42
H  1.16  2.10  3.74
H  2.85  2.41  3.58
C  2.65  -1.84  0.52
O  1.42  -1.91  0.49
N  3.41  -1.23  -0.40
N  3.40  -2.27  1.53
H  4.41  -1.25  -0.36
H  2.87  -0.62  -1.00
H  2.94  -2.98  2.09
H  4.37  -1.98  1.55
C  -0.18  -2.63  -2.36
O  -0.43  -1.80  -1.48
N  0.81  -3.48  -2.41
N  -0.98  -2.92  -3.36
H  1.25  -3.84  -1.58
H  0.71  -4.08  -3.22
H  -1.94  -2.59  -3.40
H  -0.57  -3.43  -4.13
C  -1.49  -0.66  3.23
O  -0.83  -0.72  2.25
N  -1.20  -1.11  4.35
N  -2.64  -0.05  3.23
H  -0.32  -1.60  4.39
H  -1.81  -0.96  5.15
H  -3.07  0.28  2.38
H  -3.18  -0.09  4.08
C  -1.25  2.75  0.19
O  -0.98  1.62  -0.22
N  -1.02  3.20  1.43
N  -1.92  3.61  -0.48
H  -1.08  4.21  1.51
H  -0.79  2.58  2.20
H  -2.09  3.32  -1.43
H  -2.26  4.42  0.03
C  -3.29  -0.60  -0.83
O  -2.39  -0.54  0.00
N  -4.03  -1.65  -1.00
N  -3.56  0.23  -1.78
H  -3.89  -2.57  -0.62
H  -4.78  -1.57  -1.68
H  -3.17  1.16  -1.76
H  -3.65  -0.25  -2.66
C  1.40  1.34  -2.49
O  1.18  0.62  -1.50
N  0.99  2.53  -2.68
N  1.80  0.89  -3.55
H  1.26  3.02  -3.52
H  0.31  2.92  -2.03
H  1.54  1.28  -4.44
H  2.18  -0.04  -3.50

Atomic partial charges in e from the Löwdin method, atoms 1 to 6: number 1, V, carries 0.961; number 2, C, carries -0.675; number 3, O, carries -0.014; number 4, N, carries 0.173; number 5, N, carries 0.205; number 6, H, carries 0.135


[3]
Entry from the OMol25 dataset: a structure of composition C7H14N2 (ωB97M-V with the def2-TZVPD basis set).

Lowest unoccupied orbital energy (alpha / beta) ... -0.192 / -0.192 eV
HOMO energy (alpha / beta) ... -7.84 / -7.84 eV
Strongest force on any atom ... 2.553 eV/A
Total charge ... 0

Cartesian coordinates (Å):
C  1.13  1.30  -1.62
C  0.88  -0.87  1.41
C  0.81  -1.51  -1.05
C  0.55  -0.47  0.00
N  0.80  0.88  -0.27
H  0.37  1.03  -2.37
H  2.08  0.86  -1.93
H  1.23  2.39  -1.64
H  1.97  -0.94  1.49
H  0.45  -1.83  1.67
H  0.56  -0.09  2.12
H  0.37  -2.46  -0.74
H  1.89  -1.67  -1.16
H  0.43  -1.23  -2.03
C  -0.38  1.53  0.34
C  -1.43  -0.14  0.07
C  -2.27  -0.71  0.94
N  -0.35  1.94  1.58
H  -1.29  1.87  1.99
H  -0.84  2.13  -0.45
H  -1.76  -0.06  -0.97
H  -1.99  -0.79  1.98
H  -3.21  -1.15  0.64

Atomic partial charges in e from the Löwdin method, atoms 1 to 6: number 1, C, carries -0.081; number 2, C, carries -0.048; number 3, C, carries -0.033; number 4, C, carries -0.400; number 5, N, carries -0.162; number 6, H, carries 0.080


[4]
Entry from the OMol25 dataset: a cluster of 2 separate species, C2H4NO2 in total (ωB97M-V with the def2-TZVPD basis set).

Lowest unoccupied orbital energy ... -5.511 eV
HOMO energy ... -15.20 eV
Strongest force on any atom ... 5.180 eV/A
Total charge ... +1

Cartesian coordinates (Å):
C  2.46  1.40  0.92
C  0.95  -0.09  0.87
N  -0.89  -1.30  0.06
O  2.88  1.62  -0.12
O  0.13  -0.34  0.02
H  2.56  1.66  1.97
H  1.14  -0.66  1.84
H  -0.90  -2.07  0.80
H  -1.32  -1.58  -0.84

Atomic partial charges in e from the Löwdin method, atoms 1 to 6: number 1, C, carries 0.040; number 2, C, carries 0.072; number 3, N, carries 0.109; number 4, O, carries 0.199; number 5, O, carries -0.002; number 6, H, carries 0.142